{
  "formula": "C28H79N7O8",
  "method": "ωB97M-V with the def2-TZVPD basis set",
  "species": ["C", "O", "C", "C", "C", "N", "H", "H", "H", "H", "H", "H", "H", "H", "H", "H", "H", "C", "O", "C", "C", "C", "N", "H", "H", "H", "H", "H", "H", "H", "H", "H", "H", "H", "C", "O", "C", "C", "C", "N", "H", "H", "H", "H", "H", "H", "H", "H", "H", "H", "H", "C", "O", "C", "C", "C", "N", "H", "H", "H", "H", "H", "H", "H", "H", "H", "H", "H", "C", "O", "C", "C", "C", "N", "H", "H", "H", "H", "H", "H", "H", "H", "H", "H", "H", "C", "O", "C", "C", "C", "N", "H", "H", "H", "H", "H", "H", "H", "H", "H", "H", "H", "C", "O", "C", "C", "C", "N", "H", "H", "H", "H", "H", "H", "H", "H", "H", "H", "H", "O", "H", "H"],
  "coordinates": [[-13.935, -8.248, 15.114], [-12.549, -8.196, 14.762], [-11.909, -9.439, 14.817], [-10.499, -9.257, 14.680], [-9.815, -8.624, 15.956], [-10.209, -8.582, 13.377], [-14.372, -7.256, 15.120], [-13.949, -8.670, 16.132], [-14.497, -8.909, 14.472], [-12.215, -9.988, 15.713], [-12.337, -10.046, 14.014], [-10.076, -10.273, 14.681], [-8.774, -8.424, 15.747], [-9.909, -9.287, 16.778], [-10.276, -7.689, 16.136], [-9.234, -8.580, 13.087], [-10.622, -7.668, 13.305], [-11.100, -12.689, 13.077], [-11.210, -12.766, 14.492], [-12.196, -13.681, 14.844], [-12.318, -13.668, 16.286], [-12.924, -12.437, 16.891], [-11.060, -14.002, 16.993], [-12.040, -12.417, 12.618], [-10.818, -13.637, 12.624], [-10.373, -11.849, 12.780], [-13.169, -13.378, 14.367], [-11.926, -14.682, 14.495], [-12.963, -14.496, 16.496], [-13.589, -12.038, 16.180], [-12.134, -11.696, 17.151], [-13.367, -12.781, 17.862], [-10.796, -15.005, 16.922], [-10.296, -13.458, 16.489], [-15.379, -11.332, 9.212], [-14.921, -11.680, 7.926], [-14.142, -10.634, 7.434], [-13.518, -11.052, 6.151], [-12.839, -12.431, 6.302], [-12.405, -10.190, 5.753], [-15.828, -10.312, 9.210], [-14.487, -11.165, 9.821], [-16.181, -11.935, 9.580], [-14.706, -9.771, 7.338], [-13.245, -10.408, 8.057], [-14.185, -11.219, 5.277], [-12.175, -12.380, 7.193], [-12.380, -12.682, 5.356], [-13.603, -13.135, 6.549], [-12.765, -9.277, 5.495], [-11.622, -10.219, 6.406], [-8.268, -6.864, 9.502], [-9.609, -7.106, 9.158], [-10.427, -6.584, 10.162], [-11.932, -6.656, 9.845], [-12.799, -6.228, 11.000], [-12.320, -8.012, 9.384], [-7.613, -6.871, 8.609], [-7.838, -7.630, 10.190], [-8.131, -5.834, 9.869], [-10.158, -7.218, 11.042], [-10.134, -5.585, 10.437], [-12.118, -5.846, 9.093], [-12.565, -5.182, 11.272], [-12.798, -6.914, 11.818], [-13.805, -6.333, 10.548], [-11.818, -8.390, 8.567], [-13.298, -7.935, 9.089], [-7.327, -13.693, 11.028], [-8.428, -13.253, 10.210], [-8.548, -11.818, 10.067], [-9.493, -11.526, 8.872], [-8.944, -11.909, 7.513], [-9.992, -10.185, 8.909], [-6.355, -13.445, 10.584], [-7.320, -14.759, 11.036], [-7.314, -13.317, 12.046], [-9.031, -11.437, 10.991], [-7.609, -11.386, 9.842], [-10.315, -12.253, 9.039], [-8.341, -12.804, 7.654], [-8.286, -11.150, 7.145], [-9.772, -12.170, 6.866], [-9.435, -9.461, 8.489], [-10.437, -9.904, 9.780], [-15.284, -8.982, 11.900], [-16.624, -8.818, 11.511], [-17.437, -8.786, 12.706], [-18.771, -8.118, 12.428], [-19.399, -8.687, 11.173], [-18.719, -6.675, 12.275], [-14.688, -8.938, 11.003], [-14.896, -9.862, 12.424], [-15.012, -8.135, 12.522], [-17.559, -9.837, 12.991], [-16.841, -8.363, 13.528], [-19.303, -8.419, 13.318], [-18.758, -8.541, 10.262], [-20.375, -8.218, 11.056], [-19.491, -9.750, 11.181], [-18.596, -6.368, 11.301], [-18.050, -6.212, 12.879], [-13.036, -14.341, 9.331], [-13.801, -15.311, 10.001], [-13.255, -15.585, 11.240], [-14.166, -16.569, 11.940], [-13.539, -16.962, 13.276], [-14.480, -17.756, 11.109], [-12.487, -14.804, 8.523], [-12.271, -13.781, 9.936], [-13.730, -13.510, 8.932], [-12.213, -15.935, 11.120], [-13.288, -14.735, 11.942], [-15.094, -16.032, 12.075], [-13.581, -16.130, 13.970], [-12.553, -17.414, 13.101], [-14.057, -17.828, 13.703], [-14.849, -17.388, 10.222], [-13.658, -18.300, 10.878], [-12.214, -10.020, 11.494], [-11.393, -9.595, 11.865], [-12.413, -9.452, 10.723]],
  "mulliken_charge": [-0.771, -0.438, 0.117, 0.144, -1.824, -0.322, 0.267, 0.415, 0.290, 0.178, -0.042, 0.185, 0.431, 0.423, 0.367, 0.197, 0.174, 0.112, -0.276, -0.487, 0.222, -1.421, -0.767, -0.136, 0.558, -0.400, 0.255, 0.256, 0.499, 0.446, 0.166, 0.370, 0.313, 0.305, -0.535, -0.454, 0.134, -0.103, -0.933, -0.634, 0.208, 0.060, 0.489, 0.648, -0.198, 0.379, -0.316, 0.502, 0.441, 0.250, 0.137, -0.756, -0.369, -0.485, 0.327, -1.274, -0.460, 0.264, 0.236, 0.375, -0.029, 0.525, 0.271, 0.493, 0.016, 0.386, 0.224, 0.264, -0.889, -0.283, -0.487, 1.338, -1.615, 0.573, 0.335, 0.306, 0.308, -0.168, 0.535, -0.813, 0.421, 0.467, 0.232, 0.188, -0.551, -0.485, -0.334, -0.522, 0.383, -1.456, -0.650, -0.332, 0.335, 0.429, 0.311, 0.278, 0.279, 0.279, 0.390, 0.401, 0.254, 0.259, -0.277, -0.379, -0.080, 0.196, -1.353, -0.774, 0.308, 0.020, 0.026, 0.313, 0.068, 0.344, 0.179, 0.369, 0.457, 0.330, 0.262, 0.922, -0.081, -0.455],
  "homo_lumo_gap_ev": 9.4,
  "homo_energy_ha": -0.327,
  "e_tot_ha": -2099.226130,
  "smiles": "COC[C@H](C)N.COC[C@H](C)N.COC[C@H](C)N.COC[C@H](C)N.COC[C@H](C)N.COC[C@H](C)N.COC[C@H](C)N.O",
  "de_lowest_kj_mol": 153.5
}

{
  "formula": "C28H83O14",
  "method": "ωB97M-V with the def2-TZVPD basis set",
  "species": ["C", "C", "O", "H", "H", "H", "H", "H", "C", "C", "O", "H", "H", "H", "H", "H", "H", "C", "C", "O", "H", "H", "H", "H", "H", "H", "C", "C", "O", "H", "H", "H", "H", "H", "H", "C", "C", "O", "H", "H", "H", "H", "H", "H", "C", "C", "O", "H", "H", "H", "H", "H", "H", "C", "C", "O", "H", "H", "H", "H", "H", "H", "C", "C", "O", "H", "H", "H", "H", "H", "H", "C", "C", "O", "H", "H", "H", "H", "H", "H", "C", "C", "O", "H", "H", "H", "H", "H", "H", "C", "C", "O", "H", "H", "H", "H", "H", "H", "C", "C", "O", "H", "H", "H", "H", "H", "H", "C", "C", "O", "H", "H", "H", "H", "H", "H", "C", "C", "O", "H", "H", "H", "H", "H", "H"],
  "coordinates": [[-0.147, -0.806, -1.316], [0.465, 0.066, -0.210], [1.880, 0.231, -0.154], [0.269, -1.814, -1.341], [0.100, -0.369, -2.284], [-1.232, -0.860, -1.234], [0.093, -0.320, 0.739], [-0.025, 1.040, -0.202], [-2.428, -6.522, 1.866], [-1.039, -6.190, 1.477], [-0.398, -7.432, 1.242], [-2.925, -7.074, 1.068], [-2.999, -5.618, 2.077], [-2.430, -7.160, 2.750], [-0.483, -5.697, 2.274], [-1.058, -5.429, 0.696], [-0.842, -7.830, 0.490], [0.728, -2.035, 7.610], [1.510, -1.383, 6.469], [1.362, 0.019, 6.750], [0.758, -3.120, 7.519], [-0.325, -1.802, 7.448], [1.040, -1.697, 8.599], [1.115, -1.584, 5.473], [2.581, -1.585, 6.488], [1.845, 0.432, 6.030], [-2.278, 7.495, -2.524], [-1.125, 6.727, -1.906], [-1.017, 5.404, -2.368], [-2.143, 7.656, -3.594], [-2.377, 8.436, -1.983], [-3.204, 6.924, -2.467], [-1.243, 6.733, -0.823], [-0.211, 7.261, -2.167], [-0.252, 4.980, -1.971], [4.763, -5.281, 1.705], [4.093, -3.937, 2.096], [4.886, -2.803, 1.833], [5.577, -5.516, 2.391], [5.086, -5.269, 0.664], [3.947, -5.991, 1.838], [3.749, -3.978, 3.130], [3.205, -3.834, 1.472], [4.305, -2.114, 1.504], [0.961, -6.302, -5.696], [1.305, -5.205, -4.684], [2.722, -4.907, -4.853], [0.995, -5.984, -6.738], [-0.036, -6.687, -5.484], [1.565, -7.204, -5.598], [1.121, -5.533, -3.661], [0.802, -4.244, -4.790], [2.952, -4.024, -4.553], [-3.471, -1.037, 4.216], [-4.555, -0.223, 4.891], [-5.852, -0.850, 4.675], [-3.140, -1.860, 4.850], [-2.569, -0.427, 4.170], [-3.872, -1.308, 3.239], [-4.687, 0.781, 4.491], [-4.443, -0.110, 5.970], [-6.539, -0.309, 5.071], [-4.261, -3.856, -4.310], [-4.158, -5.018, -3.286], [-4.124, -6.279, -3.945], [-3.301, -3.683, -4.796], [-4.575, -2.940, -3.810], [-5.010, -4.125, -5.054], [-5.053, -5.032, -2.663], [-3.317, -4.998, -2.594], [-5.000, -6.487, -4.277], [-1.891, 1.782, -5.970], [-3.141, 2.704, -5.911], [-3.350, 2.892, -4.544], [-1.681, 1.448, -6.986], [-2.050, 0.900, -5.349], [-1.012, 2.311, -5.601], [-4.080, 2.403, -6.376], [-2.861, 3.673, -6.327], [-2.653, 3.398, -4.119], [5.496, 3.472, 5.297], [5.184, 2.744, 4.008], [3.903, 2.268, 4.012], [4.936, 4.407, 5.315], [6.554, 3.722, 5.366], [5.180, 2.955, 6.203], [5.784, 1.846, 3.868], [5.354, 3.407, 3.160], [3.719, 1.829, 3.178], [6.643, -1.052, -4.784], [5.928, -1.012, -3.400], [4.534, -0.899, -3.634], [6.441, -0.112, -5.297], [6.256, -1.861, -5.405], [7.726, -1.167, -4.752], [6.348, -0.167, -2.854], [6.162, -1.913, -2.833], [4.164, -0.625, -2.792], [-1.520, 4.452, 3.745], [-1.695, 4.400, 5.220], [-2.735, 5.260, 5.605], [-0.625, 3.962, 3.361], [-1.413, 5.466, 3.359], [-2.358, 3.965, 3.247], [-0.794, 4.539, 5.818], [-1.988, 3.417, 5.588], [-2.352, 6.048, 5.996], [-6.575, 2.975, 0.325], [-6.414, 1.578, -0.303], [-6.634, 1.619, -1.723], [-6.145, 3.086, 1.320], [-7.638, 3.179, 0.448], [-6.104, 3.710, -0.329], [-7.168, 0.947, 0.167], [-5.415, 1.232, -0.035], [-5.872, 2.016, -2.151], [4.576, 6.239, -2.654], [4.160, 4.849, -2.375], [3.450, 4.809, -1.143], [3.745, 6.945, -2.653], [5.021, 6.274, -3.648], [5.374, 6.614, -2.013], [5.067, 4.246, -2.422], [3.500, 4.454, -3.146], [3.326, 3.866, -1.010]],
  "mulliken_charge": [-0.777, -0.248, -0.907, 0.187, 0.199, 0.293, 0.140, 0.153, -1.002, -0.152, -0.515, 0.313, 0.299, 0.282, 0.262, 0.204, 0.308, -1.068, -0.135, -0.524, 0.361, 0.239, 0.291, 0.280, 0.279, 0.277, -1.081, -0.107, -0.499, 0.288, 0.332, 0.274, 0.254, 0.248, 0.292, -0.971, -0.146, -0.556, 0.277, 0.273, 0.299, 0.209, 0.268, 0.339, -1.058, -0.038, -0.540, 0.295, 0.305, 0.305, 0.184, 0.258, 0.286, -0.933, -0.168, -0.562, 0.264, 0.317, 0.295, 0.221, 0.279, 0.286, -0.835, -0.253, -0.527, 0.206, 0.298, 0.295, 0.264, 0.262, 0.288, -0.944, -0.225, -0.476, 0.331, 0.250, 0.292, 0.291, 0.209, 0.269, -1.073, -0.142, -0.497, 0.268, 0.337, 0.296, 0.273, 0.236, 0.299, -1.086, -0.160, -0.521, 0.277, 0.265, 0.358, 0.297, 0.257, 0.306, -0.820, -0.244, -0.511, 0.331, 0.257, 0.196, 0.312, 0.185, 0.294, -0.842, -0.236, -0.507, 0.289, 0.237, 0.256, 0.263, 0.243, 0.293, -1.131, -0.089, -0.542, 0.257, 0.361, 0.296, 0.252, 0.273, 0.317],
  "homo_lumo_gap_ev": 5.2,
  "homo_energy_ha": -0.113,
  "charge": -1,
  "e_tot_ha": -2169.733267,
  "de_lowest_kj_mol": 572.9
}